{"formula": "C4H13NPS", "method": "ωB97M-V with the def2-TZVPD basis set", "orbital_gap_ev": 8.49, "e_homo_ev": -13.0392, "energy_ev": -25963.8728, "total_charge": 1, "lumo_energy_ha": -0.1670, "symbols": ["C", "C", "C", "C", "N", "P", "S", "H", "H", "H", "H", "H", "H", "H", "H", "H", "H", "H", "H", "H"], "xyz": [[-2.590, -1.084, 0.537], [0.269, 1.015, -1.616], [1.664, -1.783, -0.461], [1.576, 1.739, 1.645], [-1.759, -0.285, -0.284], [-0.198, -0.026, -0.138], [-0.101, 0.919, 1.756], [-3.727, -0.875, 0.401], [-2.529, -2.113, 0.188], [-2.449, -0.979, 1.703], [-0.186, 0.687, -2.523], [1.260, 0.992, -1.976], [-0.166, 2.058, -1.590], [2.265, -1.004, -0.790], [1.373, -2.349, -1.259], [1.838, -2.048, 0.555], [2.068, 1.006, 2.318], [1.650, 2.704, 2.077], [1.967, 1.593, 0.700], [-2.226, -0.167, -1.244]], "forces_ev_per_a": [[-3.019, -1.083, 2.708], [-2.002, 1.409, 0.743], [-2.194, 3.348, 2.108], [-0.632, -3.133, 2.697], [-2.411, 0.760, -3.146], [3.811, -0.312, -0.810], [0.082, 0.563, -1.180], [2.055, 0.269, 0.043], [0.239, -0.344, 0.640], [0.201, -0.233, -2.466], [-1.091, -1.165, -0.467], [1.590, 0.185, 0.663], [0.841, -0.889, 0.583], [1.415, 1.366, -0.428], [-1.093, -2.041, -1.415], [-0.094, -0.816, 0.316], [0.518, 0.958, -0.429], [-0.463, 0.927, -0.006], [0.804, 0.267, -1.996], [1.443, -0.035, 1.842]]}



{"formula": "C5H10N4S", "method": "ωB97M-V with the def2-TZVPD basis set", "orbital_gap_ev": [7.20, 6.87], "e_homo_ev": [-7.3598, -8.7877], "multiplicity": 3, "energy_ev": -22135.9689, "lumo_energy_ha": [-0.0058, -0.0704], "symbols": ["C", "C", "C", "C", "C", "N", "N", "N", "N", "S", "H", "H", "H", "H", "H", "H", "H", "H", "H", "H"], "xyz": [[0.006, 0.371, 1.499], [-0.204, -0.926, 1.898], [-0.969, 0.204, -1.061], [0.979, 0.571, 0.405], [0.212, 1.071, -0.721], [-1.444, -2.486, 2.918], [1.032, -0.196, -2.549], [-1.334, -1.244, 2.633], [1.179, 0.961, -2.038], [1.984, 2.287, -2.478], [-0.683, 1.211, 1.681], [0.505, -1.749, 1.714], [-1.239, 0.229, -2.058], [-0.692, -0.797, -1.096], [-1.822, 0.549, -0.526], [1.879, 1.259, 0.506], [1.450, -0.405, 0.081], [-0.153, 2.066, -0.668], [-2.356, -2.750, 3.175], [1.670, -0.226, -3.314]], "forces_ev_per_a": [[0.324, -1.145, 0.405], [-0.920, 2.256, 0.384], [0.209, 0.997, 0.321], [3.126, -0.226, 0.279], [-0.193, -1.019, -3.962], [0.096, 1.291, 0.769], [0.735, 1.390, 0.892], [2.237, -1.487, -0.627], [-2.799, -1.235, 1.735], [0.824, 0.499, -0.418], [0.218, -0.729, 0.333], [-0.536, 0.533, -0.217], [-0.560, 1.206, -2.352], [0.062, -2.054, 1.397], [-0.684, -0.511, 0.909], [-1.111, -0.524, 0.661], [-0.656, 0.801, 0.481], [0.437, 1.192, 0.080], [-1.530, -1.071, 0.097], [0.720, -0.163, -1.166]]}



{"formula": "C19H52FN4O5Pd", "method": "ωB97M-V with the def2-TZVPD basis set", "orbital_gap_ev": [7.96, 5.95], "e_homo_ev": [-10.6986, -10.6921], "multiplicity": 3, "energy_ev": -42932.4714, "total_charge": 1, "lumo_energy_ha": [-0.1008, -0.1741], "symbols": ["Pd", "F", "C", "C", "C", "O", "C", "N", "H", "H", "H", "H", "H", "H", "H", "H", "H", "H", "H", "C", "C", "C", "O", "C", "N", "H", "H", "H", "H", "H", "H", "H", "H", "H", "H", "H", "C", "C", "C", "O", "C", "N", "H", "H", "H", "H", "H", "H", "H", "H", "H", "H", "H", "C", "C", "C", "O", "C", "N", "H", "H", "H", "H", "H", "H", "H", "H", "H", "H", "H", "C", "C", "C", "O", "H", "H", "H", "H", "H", "H", "H", "H"], "xyz": [[-1.143, -1.766, -0.331], [-0.103, 0.134, -0.326], [-0.433, -1.513, -4.624], [-0.785, -1.188, -3.187], [-2.294, -0.964, -2.974], [-2.515, -0.805, -1.641], [-3.729, -0.110, -1.442], [-0.273, -2.353, -2.456], [-0.630, -0.634, -5.239], [-1.027, -2.361, -4.964], [0.638, -1.677, -4.737], [-0.357, -0.224, -2.910], [-2.796, -1.813, -3.439], [-2.533, -0.127, -3.629], [-3.671, 0.918, -1.801], [-3.999, -0.031, -0.389], [-4.582, -0.558, -1.952], [-0.614, -3.270, -2.707], [0.687, -2.502, -2.733], [-0.714, -0.582, 2.973], [-2.121, -0.438, 2.567], [-2.540, 1.051, 2.254], [-3.929, 1.212, 2.044], [-4.295, 2.551, 2.186], [-2.357, -1.344, 1.490], [-0.467, -1.623, 3.178], [-0.453, -0.178, 3.951], [-0.056, -0.165, 2.211], [-2.762, -0.675, 3.416], [-1.876, 1.422, 1.473], [-2.166, 1.585, 3.128], [-3.703, 3.221, 1.562], [-4.391, 2.905, 3.212], [-5.305, 2.693, 1.802], [-2.190, -2.226, 1.953], [-3.366, -1.322, 1.443], [1.766, -4.728, 0.245], [1.188, -3.729, 1.241], [2.182, -3.393, 2.388], [1.808, -2.366, 3.340], [2.832, -2.059, 4.310], [0.809, -2.527, 0.443], [1.005, -4.966, -0.499], [2.053, -5.652, 0.748], [2.670, -4.339, -0.224], [0.274, -4.197, 1.606], [3.151, -3.119, 1.970], [2.352, -4.319, 2.938], [3.225, -2.934, 4.827], [2.285, -1.468, 5.044], [3.662, -1.490, 3.892], [1.231, -1.719, 0.877], [1.393, -2.603, -0.377], [1.098, 4.822, -1.565], [0.214, 3.815, -0.835], [-0.728, 3.099, -1.750], [-1.572, 4.020, -2.491], [-2.539, 4.752, -1.760], [1.029, 2.849, -0.069], [1.739, 5.329, -0.843], [0.504, 5.610, -2.026], [1.757, 4.387, -2.316], [-0.322, 4.374, -0.069], [-1.429, 2.472, -1.199], [-0.215, 2.519, -2.517], [-3.310, 5.174, -2.403], [-2.007, 5.616, -1.362], [-2.953, 4.176, -0.931], [1.733, 2.573, -0.739], [0.555, 1.971, 0.083], [5.049, -0.058, -0.737], [3.558, -0.267, -0.188], [3.277, 0.255, 1.235], [2.712, 0.482, -1.027], [5.457, 0.915, -0.465], [5.096, -0.158, -1.821], [5.783, -0.709, -0.261], [3.270, -1.318, -0.192], [3.213, 1.343, 1.228], [3.924, -0.105, 2.035], [2.256, 0.048, 1.557], [1.812, 0.383, -0.706]], "forces_ev_per_a": [[1.822, 0.729, 0.239], [-0.262, -1.014, 0.040], [-0.494, 1.396, -0.553], [-0.493, -0.586, -1.525], [2.386, -1.313, -2.950], [-1.785, 0.770, 0.698], [-1.268, 0.924, 0.818], [0.245, 0.256, 2.176], [-0.225, -0.140, -0.373], [0.187, -0.042, -0.219], [-0.051, -0.283, 0.096], [0.761, -0.502, 0.657], [-0.604, -0.371, 0.407], [-0.292, 0.526, 0.548], [0.395, 0.040, -0.161], [0.405, -0.242, 0.067], [0.193, -0.445, -0.166], [-1.198, 0.130, -0.478], [0.625, 0.606, 0.475], [1.429, 0.047, 0.855], [-0.822, 3.066, 1.174], [1.477, -1.317, 0.606], [1.017, -0.754, 0.005], [-1.383, 1.050, -0.550], [-1.008, -1.270, -0.380], [0.019, -0.268, -0.568], [-0.270, 0.685, -0.126], [0.191, -0.107, 0.032], [-0.230, -0.440, 0.070], [-0.405, 0.119, -0.805], [-0.465, 0.264, 0.392], [0.491, 0.034, 0.243], [0.689, -0.167, 0.251], [-0.142, -0.432, -0.164], [0.030, -0.699, -0.108], [-0.510, -0.198, -0.991], [0.331, -0.268, 0.711], [-0.121, 0.394, 0.353], [0.166, 0.037, 0.575], [0.086, -0.832, -1.016], [-0.927, -0.026, -0.133], [0.446, -0.083, 0.382], [0.112, -0.002, -0.102], [-0.081, -0.074, -0.051], [-0.005, 0.090, -0.176], [-0.036, 0.259, 0.487], [0.157, 0.119, -0.386], [-0.017, -0.234, 0.083], [-0.083, -0.287, -0.194], [0.335, 0.151, 0.011], [-0.067, 0.030, -0.184], [-0.323, 0.595, 0.541], [-0.207, 0.133, -0.603], [0.047, 0.282, 0.419], [0.597, 0.022, 0.907], [-1.808, 1.233, -0.655], [-0.097, -0.684, -0.763], [1.329, 0.468, 0.229], [0.591, 0.401, -0.781], [0.071, -0.109, 0.117], [-0.094, -0.192, -0.167], [-0.142, -0.239, -0.107], [-0.485, 0.125, -0.166], [0.224, -0.507, 0.324], [0.143, -0.049, 0.085], [0.002, -0.551, -0.227], [-0.246, 0.246, 0.524], [-0.247, -0.141, 0.039], [0.721, -0.146, 0.134], [-0.668, -0.028, 0.174], [-1.030, -0.076, 1.102], [1.330, 1.132, 0.517], [0.040, 0.247, 0.088], [0.191, -0.246, -1.005], [-0.559, 0.364, -0.128], [-0.166, -0.136, 0.117], [-0.308, -0.558, -0.091], [0.298, -0.453, -0.370], [0.717, 0.151, -0.079], [0.242, 0.043, -0.180], [-0.260, -0.627, -0.149], [-0.657, -0.027, 0.059]]}



{"formula": "C6H14O", "method": "ωB97M-V with the def2-TZVPD basis set", "orbital_gap_ev": 10.57, "e_homo_ev": -9.6991, "energy_ev": -8495.7384, "lumo_energy_ha": 0.0318, "smiles": "C=CCCCC.O", "symbols": ["C", "C", "C", "C", "C", "C", "H", "H", "H", "H", "H", "H", "H", "H", "H", "H", "H", "H", "O", "H", "H"], "xyz": [[0.567, 2.417, -1.366], [0.505, 1.269, -0.721], [-0.765, 0.481, -0.665], [-0.553, -0.989, -1.077], [0.600, -1.739, -0.400], [0.258, -1.928, 1.093], [-0.313, 2.846, -1.831], [1.478, 2.997, -1.434], [1.378, 1.053, -0.119], [-1.517, 0.871, -1.353], [-1.251, 0.562, 0.308], [-0.355, -0.979, -2.155], [-1.483, -1.537, -0.919], [0.631, -2.738, -0.834], [1.549, -1.231, -0.532], [0.690, -2.824, 1.546], [0.567, -1.093, 1.715], [-0.819, -2.076, 1.193], [-0.163, 1.255, 2.524], [-0.860, 1.419, 3.154], [-0.142, 1.965, 1.874]], "forces_ev_per_a": [[0.010, 0.723, -0.408], [-0.461, 0.796, 0.361], [-0.065, -0.854, 0.133], [0.493, 0.274, -0.440], [-1.228, -0.266, 0.968], [0.227, -0.307, 0.074], [0.064, -0.126, -0.304], [0.008, 0.048, 0.161], [-0.018, -0.806, -0.046], [0.217, 0.369, -0.182], [0.325, -0.235, 0.264], [-0.125, -0.055, -0.007], [-0.016, -0.096, -0.027], [0.321, 0.042, -0.284], [0.177, -0.067, -0.133], [0.277, 0.033, -0.242], [-0.171, 0.227, -0.013], [-0.073, 0.211, 0.075], [0.551, -0.323, -0.219], [-0.295, 0.333, 0.076], [-0.217, 0.079, 0.193]]}



{"formula": "C5H6O2", "method": "ωB97M-V with the def2-TZVPD basis set", "orbital_gap_ev": 11.28, "e_homo_ev": -10.3436, "energy_ev": -9374.9798, "lumo_energy_ha": 0.0343, "smiles": "C#C[C@@H](C)OC=O", "symbols": ["C", "C", "C", "C", "O", "C", "O", "H", "H", "H", "H", "H", "H"], "xyz": [[-0.610, -0.675, 2.676], [-0.293, -0.456, 1.540], [-0.079, 0.119, 0.222], [1.372, 0.438, -0.153], [-0.669, -0.791, -0.749], [-0.986, -0.305, -1.954], [-0.833, 0.829, -2.324], [-1.005, -0.665, 3.661], [-0.651, 1.022, 0.376], [1.971, -0.460, -0.342], [1.834, 0.995, 0.667], [1.372, 1.060, -1.053], [-1.422, -1.111, -2.568]], "forces_ev_per_a": [[-0.030, 0.346, -0.289], [0.051, -0.402, 0.609], [0.628, -0.572, -0.063], [-0.112, 0.143, 0.066], [-0.102, 0.248, 0.134], [0.007, 0.359, -0.103], [-0.072, -0.379, 0.194], [0.135, -0.384, 0.186], [-0.299, 0.578, -1.060], [-0.320, 0.081, 0.134], [-0.048, -0.055, -0.139], [0.039, -0.111, 0.179], [0.123, 0.147, 0.152]]}